[1]
{"formula": "C3H8IP", "method": "the ωB97M-V functional and the def2-TZVPD basis", "e_homo_ev": [-6.46, -9.27], "homo_lumo_gap_ev": [6.5, 7.6], "e_tot_ev": -20626.3802, "charge": 0, "multiplicity": 3, "e_lumo_ha": [0.0015, -0.0629], "de_lowest_kcal_mol": 9.02, "species": ["C", "C", "C", "P", "I", "H", "H", "H", "H", "H", "H", "H", "H"], "coordinates": [[0.808965, -2.045188, 0.046791], [-0.745872, 2.236185, -0.440561], [1.006639, -0.634955, 0.557436], [-1.075605, 0.996116, 0.921446], [-2.926434, -0.434908, 0.073764], [0.948790, -2.870489, 0.757570], [-0.231651, -1.950601, -0.445878], [1.530106, -2.401463, -0.743228], [-0.389167, 1.865450, -1.354328], [-0.053275, 3.066658, -0.113889], [-1.659641, 2.765449, -0.546010], [1.300829, 0.003053, -0.222373], [1.486322, -0.595311, 1.509254]], "atomic_forces_ev_per_a": [[-0.825, 0.191, -1.253], [0.269, 0.995, 2.125], [1.920, -3.559, -0.048], [-0.962, 0.864, -0.163], [0.485, 0.664, 0.041], [-0.871, 0.528, 0.298], [1.394, -1.138, 0.646], [-0.578, 0.937, 0.216], [0.327, -0.761, -1.291], [-0.326, -1.189, 0.117], [-1.048, 0.384, -0.654], [0.104, 1.407, -0.637], [0.110, 0.677, 0.603]]}


[2]
{"formula": "C3H8N", "method": "the ωB97M-V functional and the def2-TZVPD basis", "e_homo_ev": -15.21, "homo_lumo_gap_ev": 11.4, "e_tot_ev": -4723.0113, "charge": 1, "e_lumo_ha": -0.1405, "de_lowest_kcal_mol": 9.59, "species": ["C", "C", "C", "N", "H", "H", "H", "H", "H", "H", "H", "H"], "coordinates": [[-1.202716, 0.747986, -0.130851], [-0.025275, -0.160653, -0.156810], [0.524777, -0.767284, -1.180672], [0.810535, -0.115240, 1.127859], [-1.671792, 0.925932, 0.839474], [-0.885924, 1.745466, -0.436686], [-1.940609, 0.369523, -0.836125], [1.432404, -1.298423, -1.430920], [-0.142253, -0.947090, -2.025316], [1.231223, -1.040350, 1.159181], [0.266192, 0.009733, 1.974131], [1.603442, 0.530402, 1.096734]], "atomic_forces_ev_per_a": [[-0.299, 0.103, -0.062], [1.038, 0.871, 0.941], [-1.262, -1.135, -1.492], [0.475, -0.694, -0.918], [0.035, -0.574, 0.047], [0.030, 0.009, -0.299], [-0.093, 0.208, 0.055], [0.474, 0.123, 1.152], [-0.046, 0.715, -0.011], [0.137, -0.216, 0.402], [-0.194, 0.225, 0.140], [-0.296, 0.365, 0.045]]}


[3]
{"formula": "C3H8N", "method": "the ωB97M-V functional and the def2-TZVPD basis", "e_homo_ev": -13.84, "homo_lumo_gap_ev": 8.5, "e_tot_ev": -4720.5437, "charge": 1, "e_lumo_ha": -0.1958, "de_lowest_kcal_mol": 66.49, "species": ["C", "C", "C", "N", "H", "H", "H", "H", "H", "H", "H", "H"], "coordinates": [[-0.390990, -0.422576, -1.220277], [-0.296836, 0.158483, 0.127061], [-0.463202, 1.483994, 0.402710], [0.683249, -0.697709, 0.940995], [-1.266256, -1.131301, -1.302027], [-0.550360, 0.398039, -1.958316], [0.582952, -1.089399, -1.508891], [-1.193210, 1.660762, 1.298323], [-0.232618, 2.412561, -0.153451], [0.510295, -1.739861, 1.092305], [0.939862, -0.251238, 1.841991], [1.677113, -0.781760, 0.439578]], "atomic_forces_ev_per_a": [[1.827, -1.636, -1.683], [2.446, 0.548, -2.084], [-2.146, -0.201, 2.847], [1.422, -1.423, 0.875], [0.737, 0.788, 0.180], [0.123, -0.728, 0.393], [-2.220, 1.625, 0.357], [2.715, 0.170, -0.318], [-1.165, -1.196, -0.908], [-0.530, 1.543, 0.002], [-0.524, -0.346, -0.277], [-2.685, 0.857, 0.615]]}


[4]
{"formula": "C3H8N", "method": "the ωB97M-V functional and the def2-TZVPD basis", "e_homo_ev": -14.25, "homo_lumo_gap_ev": 9.6, "e_tot_ev": -4720.8294, "charge": 1, "e_lumo_ha": -0.1701, "de_lowest_kcal_mol": 59.90, "species": ["C", "C", "C", "N", "H", "H", "H", "H", "H", "H", "H", "H"], "coordinates": [[0.221832, -0.840520, 1.158846], [-0.241039, -0.217020, -0.260560], [0.043895, -0.704951, -1.490626], [-0.186920, 1.310639, -0.030818], [-0.227925, -1.830286, 1.218676], [1.265433, -0.490549, 1.340660], [-0.475119, -0.364458, 1.980486], [0.884914, -0.207253, -2.131484], [-0.526392, -1.596485, -1.801456], [0.173806, 1.893228, -0.842000], [0.332210, 1.542837, 0.774664], [-1.264700, 1.504819, 0.083610]], "atomic_forces_ev_per_a": [[-4.610, 2.054, 0.198], [2.569, -0.193, 1.228], [0.445, 1.029, 0.006], [-2.223, 0.084, -2.764], [1.514, -0.581, -0.085], [-0.677, -1.212, -0.291], [1.509, -0.398, -1.299], [-2.622, -0.372, 0.380], [1.481, -0.219, 0.277], [-0.618, -0.867, 0.900], [0.523, 0.557, 1.468], [2.708, 0.119, -0.019]]}


[5]
{"formula": "C3H8N", "method": "the ωB97M-V functional and the def2-TZVPD basis", "e_homo_ev": [-8.82, -16.98], "homo_lumo_gap_ev": [5.0, 9.3], "e_tot_ev": -4715.4694, "charge": 1, "multiplicity": 3, "e_lumo_ha": [-0.1418, -0.2809], "de_lowest_kcal_mol": 53.37, "species": ["C", "C", "C", "N", "H", "H", "H", "H", "H", "H", "H", "H"], "coordinates": [[-0.985726, -0.765309, 0.259537], [-1.260880, 0.695431, -0.129633], [0.178103, -0.205627, -0.509275], [1.486661, 0.169386, 0.101287], [-0.946413, -1.097342, 1.354734], [-1.555663, -1.573666, -0.217616], [-1.813723, 1.128915, -0.862367], [-0.911839, 1.275405, 0.719906], [0.407511, -0.532238, -1.456629], [2.068200, -0.662989, 0.112258], [1.331358, 0.495470, 1.003141], [2.002406, 1.072562, -0.375338]], "atomic_forces_ev_per_a": [[0.209, 0.751, -0.642], [-4.951, 1.672, 6.285], [6.639, -5.452, 0.633], [-0.173, 1.394, -2.635], [0.480, 1.493, -1.276], [0.424, 0.627, -0.699], [-1.450, 0.773, -2.113], [-0.260, 0.832, -0.476], [-0.076, -0.615, -2.384], [0.571, 0.207, -0.008], [-0.260, 0.557, 2.757], [-1.153, -2.240, 0.559]]}


[6]
{"formula": "C3H8N2", "method": "the ωB97M-V functional and the def2-TZVPD basis", "e_homo_ev": -8.38, "homo_lumo_gap_ev": 9.3, "e_tot_ev": -6218.7706, "charge": 0, "e_lumo_ha": 0.0331, "de_lowest_kcal_mol": 70.94, "species": ["C", "N", "H", "H", "H", "C", "C", "N", "H", "H", "H", "H", "H"], "coordinates": [[4.941727, -0.593592, 0.738283], [5.719724, 0.395453, 0.650806], [5.341429, -1.593545, 0.927727], [3.869277, -0.574014, 0.503098], [5.295583, 1.299778, 0.836857], [-3.773163, 1.116675, -0.290666], [-2.727127, 0.295887, -0.282807], [-2.722602, -0.974680, -0.864796], [-4.662517, 0.956925, -0.890614], [-3.765637, 2.055097, 0.238064], [-1.710159, 0.612927, -0.092152], [-3.623358, -1.348389, -1.127047], [-2.183177, -1.648523, -0.346753]], "atomic_forces_ev_per_a": [[-0.245, -0.073, -0.815], [0.687, -0.357, 1.781], [0.196, 0.064, -0.504], [-0.118, 0.267, 0.747], [-0.519, 0.100, -1.209], [-0.035, 0.542, 0.036], [-0.237, -0.368, -1.093], [0.071, -0.062, -0.221], [-0.146, -0.570, 0.411], [0.392, 0.278, -0.216], [-0.127, 0.141, 1.029], [-0.005, 0.099, 0.165], [0.086, -0.060, -0.109]]}


[7]
{"formula": "C3H8N2", "method": "the ωB97M-V functional and the def2-TZVPD basis", "e_homo_ev": -8.23, "homo_lumo_gap_ev": 9.4, "e_tot_ev": -6217.5447, "charge": 0, "e_lumo_ha": 0.0444, "de_lowest_kcal_mol": 99.21, "species": ["C", "C", "C", "N", "N", "H", "H", "H", "H", "H", "H", "H", "H"], "coordinates": [[-1.239280, -0.823367, -0.211519], [-1.058193, 0.563831, 0.204863], [1.544663, 0.774193, -0.134741], [0.190694, -1.147463, -0.102909], [0.500718, 0.084282, 0.609250], [-1.834207, -1.495217, 0.438411], [-1.671487, -1.090209, -1.185719], [-0.738610, 1.353174, -0.425453], [-1.536559, 0.959468, 1.078413], [1.178855, 1.771452, -0.471823], [2.532230, 0.894343, 0.480183], [1.791051, 0.068150, -0.920484], [0.340125, -1.912639, 0.641527]], "atomic_forces_ev_per_a": [[-0.979, -3.165, -0.868], [4.263, 0.792, 2.176], [1.309, 0.418, 1.149], [0.287, -2.197, 1.643], [-2.230, 0.904, 0.260], [0.093, 0.873, 0.289], [0.292, 0.650, -0.177], [-1.001, 0.544, -1.475], [-0.536, -0.026, 0.290], [0.590, -0.613, -0.034], [-1.884, 0.046, -0.798], [0.172, 0.526, -0.710], [-0.377, 1.247, -1.747]]}


[8]
{"formula": "C3H8N2", "method": "the ωB97M-V functional and the def2-TZVPD basis", "e_homo_ev": -9.38, "homo_lumo_gap_ev": 10.3, "e_tot_ev": -6218.2860, "charge": 0, "e_lumo_ha": 0.0323, "de_lowest_kcal_mol": 82.12, "species": ["C", "N", "H", "H", "H", "C", "C", "N", "H", "H", "H", "H", "H"], "coordinates": [[1.910906, -0.119665, 2.243476], [1.224836, 0.252129, 3.239343], [2.565664, -0.981022, 2.386962], [1.684421, 0.165687, 1.213771], [0.755253, 1.139424, 3.052681], [-0.295600, -0.125189, -0.819298], [-1.989690, -0.084313, -2.414658], [-1.584016, -0.591451, -1.327249], [-0.384974, 0.025240, 0.259885], [-0.046697, 0.875634, -1.181715], [0.506456, -0.853901, -0.935692], [-3.062123, 0.053976, -2.527421], [-1.284441, 0.243451, -3.190090]], "atomic_forces_ev_per_a": [[-1.039, -1.107, 0.092], [1.091, 0.870, 0.349], [0.013, 0.038, -0.163], [0.631, 0.601, 0.012], [-0.647, -0.396, -0.266], [0.220, -0.447, 0.190], [0.430, -0.403, 0.479], [-0.550, 1.372, 0.665], [-0.301, -0.274, -0.020], [0.296, -0.262, -0.491], [0.136, 0.054, -0.285], [-0.051, -0.768, -0.724], [-0.228, 0.722, 0.162]]}


[9]
{"formula": "C3H8N2", "method": "the ωB97M-V functional and the def2-TZVPD basis", "e_homo_ev": -9.22, "homo_lumo_gap_ev": 10.3, "e_tot_ev": -6218.6617, "charge": 0, "e_lumo_ha": 0.0388, "de_lowest_kcal_mol": 73.45, "species": ["C", "N", "H", "H", "H", "C", "C", "N", "H", "H", "H", "H", "H"], "coordinates": [[4.358006, 0.407896, 1.736543], [3.745214, 0.144421, 2.817646], [3.975046, 1.258590, 1.178389], [5.194812, -0.181392, 1.374576], [4.293693, -0.534461, 3.357472], [-3.121139, -0.092014, -2.624677], [-2.280476, -0.441460, -0.409507], [-2.848778, 0.264264, -1.274132], [-3.727867, 0.687581, -3.067300], [-3.523080, -1.107893, -2.793331], [-2.183732, -0.211164, -3.187583], [-1.925401, -0.015811, 0.521655], [-2.062710, -1.509636, -0.551191]], "atomic_forces_ev_per_a": [[-0.814, -0.004, 0.665], [0.893, 0.321, 0.216], [0.092, -0.236, -0.496], [0.339, 0.256, -0.129], [-0.512, -0.339, -0.257], [0.413, -1.407, -0.536], [0.008, -0.834, -0.600], [0.517, 1.295, 0.788], [-0.160, -0.186, -0.279], [-0.555, 0.313, 0.388], [0.022, 0.678, 0.148], [-0.346, 0.180, 0.200], [0.102, -0.039, -0.107]]}